This record from OMol25 describes C3H2Br3O2 as an isolated structure in a non-equilibrium geometry. The level of theory is the ωB97M-V functional and the def2-TZVPD basis.

Geometry as XYZ:
```
10
Properties=species:S:1:pos:R:3:forces:R:3:mulliken_charge:R:1
C -1.623 -0.656 1.661 0.9 0.1 -0.1 0.774
C 1.287 0.178 -0.633 -2.0 -1.4 3.4 -0.874
C -0.206 0.143 -0.417 -0.2 -0.2 -0.6 -0.251
O -2.491 -1.044 1.051 -3.1 -1.2 -2.0 -0.354
O -0.823 -0.345 2.408 2.1 0.9 2.2 -0.365
Br 2.203 -1.540 -0.446 0.0 -0.8 0.1 -0.261
Br -0.612 2.034 0.073 0.0 0.5 0.2 -0.261
Br -1.068 0.040 -2.317 0.4 -0.3 0.4 -0.338
H 1.737 0.731 0.143 0.4 0.8 0.8 0.366
H 1.596 0.459 -1.521 1.5 1.7 -4.4 0.565
```
Positions in Å, forces in eV/Å.

Values from the calculation:
Kohn-Sham gap in Eh: 0.2583
E_HOMO in eV: -3.75
Max |F| in hartree/bohr: 0.095
E in Eh: -7988.0812
Energy above the lowest of the compared OMol25 structures with the same formula, charge and spin in eV: 1.0375
LUMO energy in eV: 3.3
Total charge: -1